1.
{
  "formula": "C2H12Si3",
  "method": "the ωB97M-V functional and the def2-TZVPD basis",
  "homo_energy_ev": -9.359,
  "smiles": "CC[SiH2][SiH2][SiH3]",
  "e_tot_ev": -25897.6042,
  "elements": ["C", "C", "Si", "Si", "Si", "H", "H", "H", "H", "H", "H", "H", "H", "H", "H", "H", "H"],
  "coordinates": [[-1.758, 0.799, 0.882], [-2.193, -0.094, -0.344], [-0.861, -1.533, -0.592], [1.499, -0.806, 0.568], [2.814, 0.675, -0.418], [-0.871, 1.465, 0.576], [-2.609, 1.541, 0.793], [-1.495, 0.320, 1.783], [-2.283, 0.703, -1.081], [-3.257, -0.310, -0.081], [-1.309, -2.859, -0.150], [-0.645, -1.608, -2.004], [2.242, -2.097, 0.199], [1.091, -0.372, 1.944], [3.780, 0.892, -1.540], [2.121, 1.867, -0.963], [3.733, 1.417, 0.429]]
}

=====

2.
{
  "formula": "C22H26FeN3OP2",
  "method": "the ωB97M-V functional and the def2-TZVPD basis",
  "multiplicity": 6,
  "homo_energy_ev": [-15.218, -15.248],
  "e_tot_ev": -82705.2356,
  "total_charge": 2,
  "s2": 8.764,
  "elements": ["Fe", "O", "C", "N", "C", "C", "C", "C", "C", "C", "N", "C", "C", "C", "C", "C", "N", "H", "H", "H", "H", "H", "H", "H", "H", "H", "H", "C", "P", "C", "C", "C", "C", "C", "C", "C", "P", "C", "C", "H", "H", "H", "H", "H", "H", "H", "H", "H", "H", "H", "H", "H", "H", "H", "H"],
  "coordinates": [[0.235, 0.169, -0.186], [0.208, 3.191, -0.659], [0.452, 2.411, 0.252], [-0.396, 1.680, 1.027], [-1.812, 2.000, 0.860], [-2.409, 1.376, -0.364], [-3.570, 1.841, -0.963], [-4.103, 1.155, -2.034], [-3.459, 0.008, -2.497], [-2.300, -0.384, -1.876], [-1.778, 0.276, -0.819], [1.905, 1.995, 0.522], [2.930, 2.907, 0.438], [4.203, 2.456, 0.776], [4.381, 1.122, 1.126], [3.296, 0.262, 1.105], [2.061, 0.691, 0.823], [-1.976, 3.078, 0.873], [-2.338, 1.585, 1.724], [-4.041, 2.736, -0.579], [-5.009, 1.506, -2.511], [-3.850, -0.561, -3.328], [-1.759, -1.258, -2.219], [2.726, 3.927, 0.143], [5.045, 3.135, 0.770], [5.357, 0.748, 1.402], [3.408, -0.788, 1.342], [0.494, 0.923, -3.748], [1.199, -0.105, -2.443], [2.985, 0.161, -2.484], [0.889, -1.851, -2.820], [1.088, -2.289, -4.129], [0.890, -3.617, -4.474], [0.492, -4.530, -3.509], [0.290, -4.110, -2.203], [0.481, -2.776, -1.842], [0.223, -2.315, -0.104], [-1.324, -3.050, 0.463], [1.548, -3.089, 0.850], [1.096, 0.846, -4.654], [0.488, 1.958, -3.404], [-0.527, 0.614, -3.965], [3.382, -0.145, -3.454], [3.479, -0.417, -1.704], [3.190, 1.221, -2.331], [1.400, -1.591, -4.898], [1.047, -3.940, -5.494], [0.338, -5.568, -3.771], [-0.021, -4.838, -1.463], [-1.289, -4.135, 0.364], [-2.165, -2.662, -0.110], [-1.468, -2.799, 1.514], [1.462, -4.175, 0.786], [1.479, -2.789, 1.896], [2.515, -2.796, 0.445]]
}

=====

3.
{
  "formula": "C2HFI2O",
  "method": "the ωB97M-V functional and the def2-TZVPD basis",
  "homo_energy_ev": -10.081,
  "e_tot_ev": -23054.9254,
  "elements": ["C", "C", "O", "F", "I", "I", "H"],
  "coordinates": [[0.178, -0.995, 0.014], [-0.255, 0.477, -0.140], [-0.530, -1.877, 0.352], [-1.611, 0.663, 0.204], [0.908, 1.095, 1.547], [0.041, 1.601, -1.948], [1.268, -0.964, -0.030]]
}

=====

4.
{
  "formula": "C38H38LuN3O5PS",
  "method": "the ωB97M-V functional and the def2-TZVPD basis",
  "multiplicity": 2,
  "homo_energy_ev": [0.075, 0.075],
  "e_tot_ev": -108474.7019,
  "total_charge": -2,
  "s2": 0.768,
  "elements": ["Lu", "N", "C", "C", "O", "N", "C", "C", "O", "O", "H", "H", "H", "H", "H", "H", "O", "N", "C", "C", "C", "C", "C", "S", "H", "H", "H", "H", "C", "C", "C", "C", "C", "C", "C", "P", "C", "C", "C", "C", "C", "C", "C", "C", "C", "C", "C", "C", "C", "C", "H", "H", "H", "H", "H", "H", "H", "H", "H", "H", "H", "H", "H", "H", "H", "H", "H", "H", "H", "H", "C", "C", "O", "C", "C", "C", "C", "C", "C", "H", "H", "H", "H", "H", "H", "H", "H"],
  "coordinates": [[-2.009, -0.515, 2.633], [-3.090, 1.175, 4.044], [-2.150, 1.604, 4.995], [-0.620, 1.435, 4.608], [0.248, 1.830, 5.443], [-0.366, 0.830, 3.453], [0.913, 0.798, 2.826], [0.974, -0.440, 1.834], [1.955, -0.642, 1.067], [-0.079, -1.192, 1.857], [-3.522, 2.080, 3.629], [-3.954, 0.779, 4.462], [-2.146, 1.130, 6.008], [-2.216, 2.672, 5.202], [1.756, 0.692, 3.478], [1.109, 1.770, 2.438], [-2.334, 0.214, 0.669], [-3.193, -0.240, -0.260], [-2.868, 0.010, -1.584], [-3.754, -0.308, -2.540], [-5.044, -0.737, -2.236], [-5.419, -0.872, -0.907], [-4.511, -0.576, 0.151], [-4.892, -0.546, 1.787], [-1.884, 0.456, -1.738], [-3.481, -0.140, -3.608], [-5.734, -0.896, -3.097], [-6.468, -1.075, -0.647], [4.981, -1.373, -0.801], [5.624, -0.442, -1.784], [6.921, -0.568, -2.272], [7.301, 0.075, -3.504], [6.440, 1.011, -3.958], [5.260, 1.325, -3.325], [4.787, 0.626, -2.223], [3.183, 0.800, -1.301], [3.112, 2.409, -0.387], [4.326, 3.186, -0.291], [4.220, 4.558, -0.177], [3.013, 5.162, -0.040], [1.858, 4.408, 0.088], [1.852, 3.078, -0.262], [0.534, 2.416, -0.507], [2.090, 0.832, -2.723], [1.993, 2.071, -3.342], [1.090, 2.258, -4.394], [0.280, 1.180, -4.810], [0.303, -0.036, -4.097], [1.169, -0.232, -2.916], [0.848, -1.197, -2.013], [5.486, -1.347, 0.220], [5.116, -2.401, -1.138], [3.894, -1.193, -0.642], [7.733, -1.090, -1.769], [8.216, -0.243, -4.018], [6.703, 1.555, -4.865], [4.588, 2.033, -3.816], [5.269, 2.641, -0.291], [5.127, 5.151, -0.081], [2.945, 6.235, -0.022], [0.902, 4.942, 0.258], [-0.063, 2.526, 0.381], [0.426, 1.351, -0.696], [0.136, 3.045, -1.303], [2.713, 2.915, -3.035], [0.924, 3.199, -4.969], [-0.256, 1.218, -5.777], [-0.359, -0.878, -4.374], [0.977, -1.096, -1.009], [0.243, -2.012, -2.341], [-4.407, -3.107, 4.905], [-3.446, -3.073, 3.855], [-2.562, -2.123, 3.854], [-3.695, -3.863, 2.626], [-2.737, -4.193, 1.689], [-3.012, -4.768, 0.451], [-4.401, -5.032, 0.032], [-5.348, -4.680, 0.945], [-4.994, -4.194, 2.246], [-4.154, -2.273, 5.577], [-4.343, -4.117, 5.424], [-5.416, -2.950, 4.550], [-1.730, -3.894, 1.946], [-2.235, -4.909, -0.365], [-4.607, -5.437, -0.992], [-6.353, -4.590, 0.516], [-5.685, -4.189, 3.098]]
}

=====

What is the formula in the second record? C22H26FeN3OP2